(1)
Below is a 14-piece molecular cluster, C5H42N3O13 overall in a non-equilibrium geometry, with properties calculated with ωB97M-V with the def2-TZVPD basis set.

Geometry (Å):
N 0.192 2.076 -0.153
C 1.015 1.114 0.536
C 0.106 -0.106 0.981
N -0.562 -0.480 -0.242
C -0.547 -1.922 -0.638
C -1.724 -2.843 0.011
C -1.021 -1.937 -2.248
N -0.488 -2.930 -3.160
H -0.354 1.573 -0.869
H 0.562 2.967 -0.536
H -0.481 4.889 -1.118
H 1.409 1.662 1.567
H 2.086 0.915 0.137
H -0.709 0.131 1.821
H 0.613 -1.032 1.446
H -1.497 0.022 -0.226
H 0.377 -2.463 -0.462
H -2.695 -2.709 -0.457
H -1.558 -3.965 -0.179
H -1.664 -2.851 1.021
H -2.211 -1.782 -2.380
H -0.941 -0.916 -2.704
H 0.481 -2.873 -3.132
H -0.722 -3.904 -3.035
H 3.392 1.404 -3.585
H 3.191 0.117 -2.751
O 2.764 0.695 -3.355
H -3.651 -1.025 1.729
H -3.267 -0.058 0.658
O -3.028 -0.843 1.069
H 3.342 -3.506 0.337
H 4.121 -2.158 0.513
O 3.727 -2.760 -0.088
H 3.178 -2.254 -2.669
H 2.620 -2.346 -1.232
O 2.367 -2.309 -2.166
H 2.261 -2.665 2.691
H 3.658 -2.398 3.037
O 3.103 -2.408 2.350
H -2.555 2.235 0.013
H -2.892 1.431 -1.411
O -2.290 1.581 -0.692
H 0.630 2.944 4.097
H 1.101 2.489 2.606
O 0.243 2.564 3.256
H -0.325 2.558 -2.817
H 1.191 2.825 -2.891
O 0.305 3.137 -2.597
H -1.935 4.583 -0.605
H -0.513 2.624 0.492
O -0.976 4.234 -0.674
H -2.700 2.585 2.328
H -1.676 3.434 2.476
O -2.359 3.262 1.836
H -1.709 -0.050 3.399
H -2.331 0.431 4.688
O -1.927 0.605 3.920
H 0.597 -1.132 3.468
H 0.767 -2.377 4.646
O 1.087 -1.919 3.852
H -0.234 0.008 -3.730
H 0.996 0.863 -4.190
O 0.057 0.964 -3.988

Molecular weight, g/mol: 352.399
Charge: +1
HOMO level, Eh: -0.3940
ΔE to the lowest compared entry with this formula, charge and spin, kJ/mol: 550.7
Calculated total energy, a.u.: -1357.64883
LUMO, Ha: -0.0937


(2)
Below is a 4-piece molecular cluster, C17H36O12PS2 overall, with properties calculated with ωB97M-V with the def2-TZVPD basis set.

Geometry (Å):
O -1.189 0.285 5.382
S -1.683 0.796 4.130
O -2.280 2.085 4.063
O -0.394 0.810 3.144
C -2.645 -0.451 3.313
C -3.617 -1.170 4.257
C -4.955 -1.529 3.601
C -5.641 -0.415 2.797
C -5.594 0.945 3.488
P -6.906 1.986 3.062
S -6.772 3.393 1.642
H 0.381 0.702 3.719
H -1.883 -1.123 2.921
H -3.150 0.038 2.480
H -3.146 -2.114 4.545
H -3.776 -0.608 5.176
H -5.626 -1.861 4.397
H -4.779 -2.395 2.948
H -6.688 -0.720 2.691
H -5.222 -0.414 1.776
H -4.707 1.512 3.184
H -7.993 1.132 2.764
H -7.401 2.635 4.212
C 0.942 1.686 0.369
C 0.855 2.369 -0.975
O 2.112 2.969 -1.365
C 3.033 2.131 -1.817
O 2.919 0.942 -1.970
O 4.146 2.832 -2.075
C 5.247 2.041 -2.522
H 1.288 2.386 1.130
H -0.040 1.322 0.664
H 1.628 0.840 0.333
H 0.161 3.205 -0.941
H 0.533 1.683 -1.758
H 4.960 1.432 -3.376
H 5.613 1.395 -1.726
H 6.023 2.745 -2.809
C 3.939 2.122 -6.116
C 3.914 3.633 -6.107
O 5.110 4.195 -6.683
C 5.172 4.169 -8.010
O 4.326 3.755 -8.760
O 6.352 4.674 -8.382
C 6.575 4.670 -9.794
H 4.835 1.758 -5.612
H 3.064 1.735 -5.592
H 3.934 1.729 -7.131
H 3.903 4.014 -5.087
H 3.043 4.025 -6.631
H 5.766 5.178 -10.314
H 6.656 3.648 -10.163
H 7.512 5.198 -9.944
C 0.810 -4.626 3.375
C -0.275 -4.536 4.425
O -1.565 -4.891 3.898
C -1.785 -6.189 3.721
O -1.022 -7.086 3.977
O -3.007 -6.336 3.207
C -3.375 -7.688 2.925
H 0.556 -4.008 2.512
H 1.753 -4.268 3.790
H 0.948 -5.653 3.041
H -0.402 -3.510 4.766
H -0.055 -5.164 5.288
H -3.264 -8.310 3.811
H -2.760 -8.090 2.121
H -4.415 -7.648 2.618

Molecular weight, g/mol: 527.571
Charge: -1
HOMO level, Eh: -0.1103
Calculated total energy, a.u.: -2709.99888
LUMO, Ha: 0.0677


(3)
Below is an isolated ion of composition CH3N2OS and charge -1 in a non-equilibrium geometry, with properties calculated with ωB97M-V with the def2-TZVPD basis set.

Geometry (Å):
C -1.095 0.186 0.017
N 0.310 0.645 0.106
N 1.160 -0.253 -0.008
O 0.878 -1.460 -0.128
S 2.750 0.423 0.007
H -1.671 0.974 0.564
H -1.205 0.249 -1.093
H -1.128 -0.764 0.535

Molecular weight, g/mol: 91.115
Charge: -1
HOMO level, Eh: -0.1110
ΔE to the lowest compared entry with this formula, charge and spin, kJ/mol: 25.3
Calculated total energy, a.u.: -622.78433
SMILES: C/N=[N+](\[O-])[S-]
LUMO, Ha: 0.1553


(4)
Below is C32H49BCaN12O4SSeSi as an isolated structure in a non-equilibrium geometry, with properties calculated with ωB97M-V with the def2-TZVPD basis set.

Geometry (Å):
Ca -0.651 -1.514 0.382
C 2.203 2.543 -0.071
C 1.304 2.118 1.066
C 0.863 3.240 1.979
C -0.347 2.895 2.431
N -0.830 1.764 1.813
N -0.010 1.529 0.629
B -2.043 0.974 2.262
N -3.050 0.620 1.131
C -4.382 0.782 1.105
C -4.880 0.109 0.011
C -3.758 -0.468 -0.598
C -3.717 -1.382 -1.777
N -2.657 -0.146 0.075
N -1.640 -0.379 2.963
C -2.383 -1.131 3.795
C -1.666 -2.254 4.136
C -0.468 -2.138 3.416
C 0.663 -3.112 3.338
N -0.457 -1.006 2.713
N -2.749 1.826 3.345
C -2.480 1.845 4.669
C -3.060 2.970 5.205
C -3.666 3.609 4.105
C -4.439 4.890 4.081
N -3.464 2.921 2.993
H 3.164 2.851 0.348
H 2.386 1.722 -0.760
H 1.798 3.395 -0.611
H 1.443 4.101 2.267
H -0.940 3.394 3.182
H -4.874 1.377 1.854
H -5.907 0.034 -0.304
H -4.632 -1.284 -2.362
H -2.867 -1.167 -2.422
H -3.615 -2.420 -1.451
H -3.368 -0.811 4.094
H -1.976 -3.069 4.767
H 0.851 -3.552 4.318
H 0.427 -3.925 2.646
H 1.571 -2.614 2.996
H -1.889 1.070 5.128
H -3.054 3.284 6.236
H -4.720 5.191 5.090
H -3.850 5.696 3.639
H -5.347 4.782 3.487
C -1.737 2.187 -3.252
Si -0.236 2.713 -2.257
C 1.316 2.095 -3.132
C -0.164 4.597 -2.351
C -0.689 2.325 -0.439
H -1.733 2.662 -4.237
H -2.663 2.469 -2.743
H -1.752 1.105 -3.398
H 1.074 2.003 -4.195
H 1.640 1.116 -2.785
H 2.135 2.809 -3.026
H 0.002 4.922 -3.382
H 0.635 5.014 -1.735
H -1.106 5.035 -2.009
H -1.659 1.842 -0.554
H -0.897 3.327 -0.034
C 2.428 -5.417 -2.917
C 1.362 -4.671 -3.707
N 0.899 -3.502 -2.983
C 0.813 -2.268 -3.413
S -0.096 -1.063 -2.646
N 1.496 -1.942 -4.587
C 2.960 -2.028 -4.534
C 3.550 -1.760 -5.904
H 2.646 -6.381 -3.380
H 2.081 -5.596 -1.898
H 3.359 -4.845 -2.865
H 0.497 -5.322 -3.858
H 1.717 -4.371 -4.692
H 0.513 -3.674 -2.030
H 1.215 -1.004 -4.846
H 3.243 -3.021 -4.189
H 3.355 -1.312 -3.801
H 3.218 -2.512 -6.621
H 4.640 -1.770 -5.865
H 3.240 -0.780 -6.274
O -2.158 -3.079 0.855
Se -1.330 -4.333 0.150
O -1.115 -5.576 1.155
O 0.160 -3.571 -0.122
O -1.941 -4.699 -1.305
N 3.954 -1.613 0.335
C 2.673 -1.944 0.034
N 1.823 -1.066 0.514
C 2.571 -0.125 1.167
C 2.061 1.037 1.938
C 3.195 1.673 2.690
C 4.505 1.319 2.568
C 4.937 0.257 1.740
C 3.913 -0.450 1.082
H 4.768 -2.155 0.111
H 2.393 -2.838 -0.500
H 1.297 0.681 2.642
H 2.931 2.488 3.351
H 5.248 1.866 3.137
H 5.979 -0.016 1.659

Multiplicity: 2
Molecular weight, g/mol: 855.827
Charge: -1
HOMO level (spin up / spin down), Eh: -0.1632 / -0.1845
ΔE to the lowest compared entry with this formula, charge and spin, kJ/mol: 182.9
Calculated total energy, a.u.: -5998.66484
LUMO (spin up / spin down), Ha: 0.0795 / 0.0612
Expectation value of S²: 0.783


(5)
Below is C36H49N5P2SiZn as an isolated structure in a non-equilibrium geometry, with properties calculated with ωB97M-V with the def2-TZVPD basis set.

Geometry (Å):
Zn 0.831 -1.437 5.241
C -1.411 2.060 2.509
C -1.681 1.033 1.693
C -0.991 0.670 0.407
C 0.193 -0.320 0.505
C 1.293 0.080 1.435
C 1.632 1.315 1.831
C 0.949 2.620 1.569
C -0.240 2.991 2.493
C 2.099 -2.838 4.941
H -2.107 2.240 3.339
H -2.581 0.432 1.893
H -0.652 1.567 -0.124
H -1.757 0.181 -0.221
H -0.207 -1.296 0.829
H 0.610 -0.463 -0.514
H 1.899 -0.770 1.781
H 2.531 1.416 2.451
H 0.627 2.683 0.525
H 1.703 3.414 1.715
H 0.107 3.098 3.536
H -0.569 3.997 2.190
H 2.419 -3.381 5.848
H 3.000 -2.448 4.436
H 1.602 -3.564 4.277
P 1.533 -1.395 -4.507
P -1.577 -0.984 -4.203
N 2.986 -0.421 -4.528
N 2.260 -2.679 -5.551
N -1.825 0.765 -4.035
N -3.254 -1.303 -4.662
C 0.633 -0.506 -5.872
C -0.848 -0.915 -5.913
C 3.466 0.194 -3.360
C 4.515 1.031 -3.700
C 4.690 0.952 -5.124
C 3.727 0.073 -5.607
C 2.400 -3.998 -5.098
C 2.903 -4.777 -6.134
C 3.069 -3.922 -7.273
C 2.658 -2.650 -6.888
C -1.584 1.379 -2.801
C -1.730 2.752 -2.936
C -2.030 3.011 -4.312
C -2.065 1.778 -4.962
C -4.130 -0.598 -5.496
C -5.240 -1.390 -5.759
C -5.035 -2.645 -5.089
C -3.815 -2.573 -4.438
H 1.096 -0.693 -6.853
H 0.720 0.574 -5.672
H -1.417 -0.223 -6.552
H -0.962 -1.925 -6.342
H 2.998 -0.043 -2.414
H 5.087 1.646 -3.016
H 5.416 1.485 -5.720
H 3.522 -0.233 -6.621
H 2.120 -4.240 -4.084
H 3.121 -5.833 -6.089
H 3.436 -4.198 -8.249
H 2.612 -1.743 -7.479
H -1.315 0.757 -1.966
H -1.632 3.484 -2.142
H -2.190 3.976 -4.767
H -2.244 1.558 -6.008
H -3.914 0.415 -5.806
H -6.092 -1.111 -6.367
H -5.706 -3.495 -5.099
H -3.283 -3.280 -3.817
C 2.587 1.734 5.685
Si 1.034 1.405 6.677
C 1.470 0.658 8.330
C 0.199 3.068 6.864
N 0.005 0.207 5.873
C -1.335 -0.012 6.125
C -2.074 -0.896 5.275
C -3.320 -1.374 5.692
C -3.881 -0.933 6.897
C -3.208 0.008 7.683
C -1.969 0.508 7.282
H 3.237 2.403 6.275
H 2.360 2.243 4.736
H 3.154 0.816 5.476
H 2.166 1.299 8.890
H 0.566 0.521 8.937
H 1.941 -0.326 8.199
H 0.014 3.544 5.891
H -0.756 3.034 7.400
H 0.867 3.730 7.436
H -1.651 -1.164 4.296
H -3.848 -2.097 5.065
H -4.849 -1.325 7.227
H -3.645 0.370 8.617
H -1.441 1.243 7.895

Molecular weight, g/mol: 707.247
HOMO level, Eh: -0.2729
ΔE to the lowest compared entry with this formula, charge and spin, kJ/mol: 0.0
Calculated total energy, a.u.: -4426.45204
LUMO, Ha: 0.0079


(6)
Below is a 12-piece molecular cluster, C44H103N7O5S5 overall in a non-equilibrium geometry, with properties calculated with ωB97M-V with the def2-TZVPD basis set.

Geometry (Å):
C 2.345 3.863 2.559
S 3.546 5.310 2.328
O 3.064 6.397 3.254
C 4.805 4.479 3.345
H 2.775 3.107 1.896
H 1.352 4.190 2.163
H 2.414 3.596 3.596
H 5.637 5.158 3.347
H 5.091 3.520 2.897
H 4.353 4.477 4.353
C 1.534 -4.286 -1.537
S 0.446 -5.407 -2.378
O -0.749 -4.619 -2.847
C 1.511 -5.714 -3.745
H 1.108 -3.905 -0.656
H 1.963 -3.540 -2.222
H 2.401 -4.852 -1.163
H 0.804 -6.169 -4.500
H 2.317 -6.309 -3.359
H 1.909 -4.722 -4.045
C -3.408 -3.318 -1.420
S -4.296 -2.767 -2.853
O -3.661 -1.593 -3.422
C -3.851 -4.237 -3.851
H -3.918 -4.186 -0.961
H -3.365 -2.478 -0.700
H -2.378 -3.571 -1.800
H -4.440 -5.073 -3.504
H -2.819 -4.616 -3.829
H -4.201 -4.104 -4.854
C 0.214 -1.847 -4.012
S 1.817 -1.262 -3.543
O 2.855 -2.317 -3.804
C 1.913 -0.012 -4.775
H 0.199 -2.021 -5.126
H -0.538 -1.142 -3.803
H 0.017 -2.773 -3.500
H 0.883 0.547 -4.701
H 2.114 -0.425 -5.716
H 2.706 0.677 -4.478
C -0.054 -5.446 1.260
S -0.989 -4.287 2.237
O -2.341 -4.883 2.539
C -0.097 -4.530 3.795
H -0.495 -6.361 1.558
H 0.976 -5.402 1.616
H -0.222 -5.226 0.216
H 0.941 -4.161 3.689
H -0.155 -5.587 4.112
H -0.714 -3.988 4.521
C -4.952 2.370 -3.343
C -5.061 1.649 -1.972
N -4.083 2.112 -1.024
C -3.792 1.118 -0.051
C -4.960 0.495 0.735
C -4.418 3.438 -0.553
C -3.411 4.077 0.271
H -5.544 1.795 -4.102
H -3.985 2.515 -3.778
H -5.323 3.408 -3.263
H -6.118 1.754 -1.650
H -4.924 0.544 -2.157
H -3.044 1.510 0.679
H -3.299 0.275 -0.561
H -5.701 1.167 1.244
H -4.504 0.000 1.594
H -5.456 -0.308 0.209
H -4.613 4.056 -1.425
H -5.480 3.433 -0.107
H -3.044 3.623 1.178
H -2.497 4.223 -0.271
H -3.729 5.131 0.557
C -0.643 0.282 4.487
C -2.099 0.228 5.009
N -2.339 -0.969 5.756
C -1.910 -0.752 7.135
C -1.708 -2.055 7.940
C -3.759 -1.385 5.629
C -3.977 -2.122 4.300
H -0.363 -0.651 3.977
H -0.058 0.581 5.360
H -0.623 1.141 3.819
H -2.351 1.156 5.497
H -2.766 0.181 4.157
H -0.878 -0.147 7.051
H -2.700 -0.119 7.599
H -2.601 -2.665 7.850
H -0.920 -2.776 7.782
H -1.734 -1.761 8.952
H -4.361 -0.403 5.615
H -4.163 -2.017 6.429
H -4.969 -2.425 4.143
H -3.327 -3.012 4.276
H -3.610 -1.501 3.457
C -1.075 1.958 -3.288
C -1.200 2.540 -4.688
N -1.217 1.516 -5.791
C -2.417 0.731 -5.979
C -2.227 -0.559 -6.742
C -0.891 2.146 -7.007
C 0.504 2.681 -7.030
H -2.020 1.969 -2.687
H -0.397 2.601 -2.607
H -0.659 0.960 -3.243
H -2.052 3.194 -4.744
H -0.303 3.038 -4.903
H -2.779 0.558 -4.996
H -3.233 1.341 -6.520
H -3.248 -0.995 -6.950
H -1.831 -0.297 -7.684
H -1.652 -1.343 -6.269
H -1.684 2.919 -7.389
H -0.895 1.352 -7.779
H 0.619 3.370 -6.255
H 0.750 3.229 -7.931
H 1.242 1.844 -6.948
C 6.008 0.612 -1.181
C 6.461 -0.424 -0.098
C 5.232 -0.868 0.730
C 4.661 0.334 1.472
N 4.534 1.261 2.124
H 6.939 0.943 -1.671
H 5.518 1.477 -0.782
H 5.369 0.181 -1.976
H 7.067 0.054 0.660
H 7.054 -1.222 -0.531
H 5.451 -1.566 1.509
H 4.504 -1.232 -0.008
C 3.292 6.272 -1.402
C 4.275 5.246 -2.065
C 4.780 4.195 -1.077
C 3.712 3.282 -0.727
N 2.852 2.517 -0.646
H 2.348 5.830 -1.260
H 3.237 7.186 -1.931
H 3.606 6.541 -0.426
H 5.098 5.749 -2.473
H 3.715 4.818 -2.929
H 5.323 4.608 -0.218
H 5.523 3.472 -1.488
C 2.258 -2.095 6.706
C 2.865 -0.709 6.412
C 3.181 -0.326 4.937
C 3.966 -1.364 4.266
N 4.768 -2.111 3.969
H 2.381 -2.340 7.776
H 2.841 -2.819 6.149
H 1.186 -2.180 6.549
H 3.767 -0.483 6.972
H 2.111 0.077 6.731
H 3.749 0.581 4.937
H 2.238 -0.096 4.353
C -0.523 -0.766 -0.579
C -0.370 -0.062 0.871
C 1.048 0.080 1.345
C 1.617 -1.265 1.414
N 1.950 -2.346 1.477
H -0.606 -1.838 -0.317
H 0.330 -0.499 -1.126
H -1.404 -0.342 -1.016
H -0.813 -0.680 1.639
H -0.832 0.923 0.910
H 1.254 0.631 2.260
H 1.622 0.629 0.581

Molecular weight, g/mol: 970.687
HOMO level, Eh: -0.3012
Calculated total energy, a.u.: -4488.36583
LUMO, Ha: 0.0151


Question: What is the molecular weight in the fourth record?
Answer: 855.827 g/mol


Question: Among the records above, which one has the highest molecular weight?
Answer: C44H103N7O5S5


Question: Look up the calculated total energy of the fourth one.
Answer: -5998.66484 a.u.


Question: Among the records above, which one has the highest calculated total energy?
Answer: CH3N2OS